The following is a quantum chemistry calculation of 7 unconnected molecules or ions with the total composition C22H30O21, from the Open Molecules 2025 dataset.

The calculation puts the HOMO energy at -11.064 eV. Its SMILES is C[C@H]1COC(=O)O1.O=C1OCCO1.O=C1OCCO1.O=C1OCCO1.O=C1OCCO1.O=C1OCCO1.O=C1OCCO1. As for the molecular weight: 630.5 g mol⁻¹. For the HOMO-LUMO gap, the calculation gives 11.17 eV. As for the charge: 0. As for the relative energy (zero: lowest compared OMol25 entry of this formula, charge and spin): 88.3 kJ/mol. As for the multiplicity: 1. The LUMO energy comes out at 0.10 eV. The calculation puts the total energy at -66297.941 eV.

```
73
Properties=species:S:1:pos:R:3:forces:R:3
C 0.30416 -4.55677 -1.35017 1.5 0.6 -0.4
C 1.57529 -4.79587 -2.19940 0.2 0.6 0.7
O 2.17619 -5.93250 -1.59463 -0.3 -0.6 0.0
C 1.34660 -6.45829 -0.64617 0.8 -0.2 -0.8
O 1.53550 -7.48100 -0.07584 0.1 0.1 0.2
O 0.29016 -5.66907 -0.47352 -1.3 0.1 0.2
H -0.58109 -4.42718 -1.96500 -0.3 -0.3 0.4
H 0.54296 -3.67951 -0.75297 -0.7 0.1 0.0
H 2.24962 -3.95934 -2.01024 0.1 0.0 -0.4
H 1.41642 -4.92444 -3.26830 0.0 -0.3 0.1
C 1.04486 -2.14753 2.64048 0.6 1.2 1.8
C 1.26647 -3.50837 2.02712 1.3 0.5 0.0
O 2.08314 -3.09006 0.88724 -0.5 -0.8 -0.4
C 2.75019 -1.94401 1.16647 0.7 -0.6 0.7
O 3.69796 -1.57359 0.54827 -0.4 0.3 -0.1
O 2.26668 -1.40723 2.30597 -0.5 -0.3 -1.4
H 1.15644 -2.03064 3.72051 -0.9 -0.9 0.1
H 0.16542 -1.58197 2.34051 0.0 -0.2 -0.4
H 0.44546 -4.14520 1.71650 -0.3 0.5 -0.3
H 1.89302 -4.13083 2.66982 0.1 0.1 0.0
C -2.45063 -0.57877 -4.59938 0.5 0.3 -1.2
C -1.23385 0.11588 -5.27369 -0.6 -1.8 0.6
O -1.24059 1.36370 -4.63927 0.6 1.1 0.5
C -2.49122 1.66214 -4.20683 -0.3 -0.6 -0.3
O -2.88740 2.71024 -3.83566 0.3 0.4 0.1
O -3.25805 0.55876 -4.30749 -0.5 -0.8 0.6
H -2.11691 -1.17025 -3.74393 -0.2 0.6 0.6
H -2.98962 -1.29357 -5.21714 -0.2 0.4 -0.3
H -1.29775 0.26158 -6.35122 0.0 -0.2 0.0
H -0.39297 -0.50803 -4.96853 0.5 0.6 -0.4
C 3.08017 5.64064 0.48255 -0.3 -0.5 -0.5
C 3.49502 5.28041 -0.93532 -0.5 -0.4 0.5
O 3.17102 3.87324 -0.95985 -0.2 -0.1 0.5
C 3.17664 3.39972 0.35597 -0.2 0.3 -2.3
O 2.98426 2.25405 0.60865 0.0 0.1 0.4
O 3.38823 4.42156 1.15430 0.5 -0.1 1.9
H 1.99245 5.70006 0.56575 0.0 0.6 -0.2
H 3.57607 6.49289 0.93170 0.1 -0.2 0.2
H 4.56800 5.35712 -1.10222 0.0 0.4 -0.1
H 2.87776 5.81194 -1.65350 0.3 -0.1 -0.3
C -4.60164 -0.59744 2.22593 0.1 -1.5 -0.3
C -4.62385 -2.13083 2.14400 -0.3 -0.5 -0.5
O -3.59512 -2.53833 3.05316 0.3 0.4 0.1
C -2.77734 -1.47810 3.26219 -0.8 -0.1 0.6
O -1.81636 -1.47970 3.96172 0.5 -0.3 -0.2
O -3.26413 -0.37790 2.66508 0.2 0.6 0.0
H -5.31518 -0.29101 2.99015 0.1 0.5 -0.1
H -4.75025 -0.14898 1.24970 0.0 0.3 0.1
H -4.37594 -2.56319 1.17268 0.1 0.4 -0.1
H -5.57470 -2.57273 2.43985 0.1 0.1 0.3
C -0.10395 2.86980 3.13533 -1.0 0.9 0.9
C -0.92790 4.03228 2.55043 -0.2 -0.7 -1.4
O -0.20757 5.21380 2.85397 0.2 -0.1 0.8
C 0.96390 4.88272 3.48991 -1.0 -0.7 -1.5
O 1.80422 5.66208 3.74987 0.6 0.6 0.6
O 1.04683 3.54443 3.61316 0.9 -0.1 0.3
H 0.11253 2.06855 2.43522 0.4 0.1 0.0
H -0.62042 2.47500 4.01149 0.1 -0.3 -0.1
H -1.96004 4.04443 2.89385 0.1 0.3 0.4
H -0.97434 3.95233 1.46082 0.0 0.0 0.0
C 1.41645 -0.69533 -1.69614 0.0 0.2 -0.3
C 0.51659 -0.07380 -0.64690 1.3 -0.5 -0.2
C 0.04111 1.34435 -0.95657 -0.1 -1.3 0.5
O -1.34536 1.22587 -0.57956 0.3 1.2 0.1
C -1.73040 -0.05214 -0.49415 -0.4 0.4 -1.0
O -2.88916 -0.34404 -0.50075 0.2 -0.8 0.5
O -0.66562 -0.87525 -0.55301 -0.8 0.1 0.2
H 2.32546 -0.10677 -1.82473 0.0 0.0 0.1
H 0.89265 -0.71715 -2.65731 -0.1 0.2 0.0
H 1.69264 -1.72682 -1.48762 0.1 0.1 0.4
H 0.98690 -0.04695 0.34207 0.1 -0.3 -0.1
H 0.13750 1.60550 -2.00961 -0.1 0.2 0.1
H 0.60640 1.98543 -0.28577 -0.4 0.6 -0.3
```
Forces are in eV/Å.

The following is a quantum chemistry calculation of a molecular structure, C22H31BN6OZn, from the Open Molecules 2025 dataset.

The calculation puts the HOMO energy at -6.199 eV. As for the molecular weight: 471.7 g mol⁻¹. For the HOMO-LUMO gap, the calculation gives 5.42 eV. As for the charge: 0. As for the relative energy (zero: lowest compared OMol25 entry of this formula, charge and spin): 117.3 kJ/mol. As for the multiplicity: 1. The LUMO energy comes out at -0.78 eV. The calculation puts the total energy at -83398.371 eV.

```
62
Properties=species:S:1:pos:R:3:forces:R:3
H -0.68564 3.18845 0.51095 0.2 -0.2 -0.2
N 0.01779 1.68281 -0.81818 0.2 0.7 -0.3
B 0.83046 0.49223 -2.91665 -0.3 0.1 1.0
N 0.67852 1.76078 -2.03416 -0.4 -0.1 0.8
C 0.92487 3.04528 -2.34840 -0.4 -0.1 0.7
Zn -0.61267 -0.39491 -0.14653 6.8 3.6 0.1
H 1.43080 3.28516 -3.27202 0.0 0.1 0.1
C 0.40730 3.84000 -1.33298 0.0 -0.3 -0.1
H 0.42070 4.91092 -1.26833 0.0 0.1 0.0
C -0.15880 2.94605 -0.40365 0.5 -0.3 -0.9
H 1.27134 0.73779 -3.99860 0.0 0.0 0.0
C -1.53375 -1.80916 0.67407 -2.5 -0.8 2.1
H -1.63784 -1.93954 1.75133 0.0 0.2 -0.2
H -0.62605 -2.38000 0.36956 -0.3 0.8 0.0
H -2.39237 -2.23899 0.15325 0.1 0.3 0.1
N -0.62002 -0.07943 -3.00157 -1.3 -0.5 1.1
N 1.67284 -0.54473 -2.14439 -0.3 -0.5 0.9
N -1.31329 -0.37834 -1.82379 -1.5 -0.2 -5.0
N 1.26288 -0.98782 -0.89510 0.9 -0.3 -0.7
C -1.44697 -0.22507 -4.04391 -0.3 -0.2 0.9
C 2.80508 -1.17199 -2.50566 -0.4 -0.2 0.7
H -1.08284 -0.03039 -5.03858 -0.1 0.0 0.0
H 3.26064 -0.95373 -3.46042 0.0 0.0 0.1
C -2.69612 -0.63535 -3.56692 0.4 0.1 0.1
C 3.15632 -2.04753 -1.48416 -0.2 0.2 0.0
C -2.56608 -0.71519 -2.17864 0.7 0.2 -0.6
C 2.17053 -1.89401 -0.49390 -0.1 0.5 -0.9
H -3.57136 -0.84595 -4.13388 -0.3 -0.1 -0.3
H 3.99810 -2.71281 -1.46022 0.1 0.0 0.0
H -3.30111 -1.00385 -1.42325 0.3 0.2 -0.4
H 2.09116 -2.40699 0.45804 -0.1 0.3 -0.2
H -1.81652 -0.28637 0.65456 -1.4 -3.0 1.7
C 0.93998 3.03365 2.75446 0.1 -0.1 -0.1
C -0.22691 2.46360 3.55900 0.2 -0.3 0.4
C -1.53327 2.45112 2.76596 -0.1 -0.1 0.1
C 0.11667 1.08912 4.13120 0.0 -0.3 -0.7
C 0.18395 0.91970 5.49910 0.0 -0.2 0.2
C 0.51692 -0.30928 6.06798 0.0 -0.1 0.3
C 0.75854 -1.40771 5.24673 -0.1 0.2 0.1
C 0.68591 -1.30698 3.86688 -0.1 0.7 -0.3
C 0.97673 -2.53350 3.01229 -0.1 0.3 0.3
C 2.46260 -2.88145 3.03666 0.1 0.1 -0.1
C 0.14102 -3.74154 3.43781 0.0 0.0 -0.1
C 0.41166 -0.02232 3.25032 -0.1 -0.5 1.7
O 0.45794 0.12812 1.98148 -0.6 -0.1 -2.2
H 1.17825 2.35107 1.93173 0.0 0.2 0.1
H 1.82444 3.11972 3.39550 -0.1 0.0 -0.1
H 0.70078 4.02517 2.35468 0.0 0.0 0.0
H -0.38088 3.11675 4.42996 0.0 0.0 -0.1
H -1.43238 1.80252 1.88891 0.0 0.1 0.1
H -2.35224 2.06477 3.38414 0.1 0.1 -0.1
H -1.79708 3.46299 2.43575 0.0 -0.1 0.0
H -0.02501 1.78255 6.13747 0.1 -0.3 -0.1
H 0.58473 -0.40971 7.14968 0.0 0.0 -0.2
H 1.01640 -2.37634 5.68291 -0.1 0.3 0.0
H 0.70852 -2.26894 1.98732 0.1 0.0 0.1
H 2.78655 -3.09917 4.06261 0.0 0.0 -0.2
H 2.66125 -3.76107 2.41158 0.1 0.0 0.1
H 3.05329 -2.03928 2.65623 0.0 -0.1 0.1
H -0.92892 -3.50090 3.43343 0.1 -0.1 0.1
H 0.30658 -4.57958 2.74919 0.0 0.0 0.1
H 0.41848 -4.06624 4.44827 -0.1 0.0 -0.2
```
Forces are in eV/Å.

Q: Which value of HOMO energy does entry 1 give?
A: -11.064 eV

Q: Look up the charge of the second one.
A: 0